# 1
This record from the Open Molecules 2025 dataset describes a molecular structure, C24H36BeF6O12 at a distorted geometry. The level of theory is ωB97M-V with the def2-TZVPD basis set.

Summary:
orbital gap = 8.37 eV
calculated total energy = -66746.176 eV
relative energy (zero: lowest compared OMol25 entry of this formula, charge and spin) = 0.00 kcal per mole
LUMO = 0.5 eV

```
79
Properties=species:S:1:pos:R:3:forces:R:3
Be -0.12933 0.04537 -0.24256 -0.872 0.153 1.125
C -0.46655 3.11788 -0.67978 -1.162 -3.016 -0.078
O 0.65174 2.30749 -1.13631 0.393 0.492 -0.698
O -1.31822 2.19259 -0.17212 0.893 -0.638 0.365
C -0.03075 4.20029 0.33273 -0.183 0.573 0.235
F 1.08066 4.87247 -0.04627 0.282 -0.242 -0.095
F -0.97688 5.16366 0.43870 -0.292 -0.264 -0.212
F 0.17496 3.75794 1.57366 0.150 -0.226 -0.192
C 1.44580 2.81142 -2.21410 1.765 0.239 0.739
C 2.70617 1.93568 -2.26219 -0.583 -0.485 0.103
H 2.47637 0.98644 -2.75135 0.193 0.134 -0.492
H 3.56272 2.45246 -2.69251 -0.101 -0.106 -0.255
H 2.96720 1.57503 -1.26992 0.037 0.601 0.183
H 1.77948 3.82882 -1.99697 -0.180 0.038 0.238
H 0.99791 2.89919 -3.20865 -0.746 -0.502 0.156
H -0.93967 3.56014 -1.56475 0.364 0.812 -0.088
C -0.63036 -2.34716 1.66110 -0.198 1.327 -2.725
O -1.20735 -1.01399 1.78014 0.310 0.158 1.357
O 0.02510 -2.33887 0.47449 0.334 1.241 0.869
C 0.19012 -2.72805 2.92451 -1.466 -0.615 -0.856
F 1.13039 -1.84971 3.29827 -0.177 -0.174 0.193
F -0.70191 -2.91864 3.93794 0.575 0.524 0.439
F 0.74889 -3.93437 2.75617 0.612 0.179 -0.070
C -2.40787 -0.91295 2.56060 -0.784 0.570 -0.150
C -2.79380 0.55378 2.68457 0.207 -0.105 -0.120
H -3.13789 0.87519 1.70227 0.445 0.518 0.041
H -3.60241 0.76326 3.38671 -0.123 -0.509 0.070
H -1.93603 1.10959 3.06410 0.024 0.274 -0.468
H -2.35680 -1.36629 3.55041 0.485 -0.157 -0.077
H -3.22650 -1.40131 2.02269 0.060 -0.358 -0.070
H -1.51701 -2.99139 1.61760 0.052 -0.644 0.473
O -0.05274 -0.41346 -2.82587 -0.189 0.634 -0.175
C -0.59477 -0.14540 -3.86591 -0.346 -0.237 -0.307
O -1.83859 -0.61760 -4.17145 0.523 -0.657 1.299
C -2.18649 -0.44648 -5.52974 -0.820 0.877 -0.332
C -0.90484 -0.06161 -6.22434 0.859 -0.179 0.646
C -0.14603 0.63741 -5.09429 0.761 -0.086 0.160
H -2.92686 0.35766 -5.53324 -0.148 -0.104 -0.366
H -2.62035 -1.37914 -5.88739 -0.063 0.097 -0.015
H -0.92792 0.53742 -7.13052 -0.407 -0.209 -0.037
H -0.38569 -1.00982 -6.38014 0.198 0.142 -0.522
H -0.39440 1.69222 -4.96245 -0.274 -0.025 0.017
H 0.93263 0.59878 -5.23875 0.005 -0.072 0.219
O 2.27997 -0.35496 -0.22779 -0.437 0.496 -0.202
C 3.26732 -0.76864 0.31380 -0.600 -1.487 0.097
O 4.42712 -0.10507 0.30123 0.376 1.017 -0.054
C 5.41990 -0.75498 1.07053 0.707 -2.058 0.456
C 4.95174 -2.22080 1.15688 0.087 0.037 -0.719
C 3.44818 -2.08896 1.05425 -0.068 0.123 1.090
H 5.56529 -0.38659 2.08696 -0.507 0.691 -0.142
H 6.40188 -0.78074 0.60023 -0.192 0.733 -0.404
H 5.36036 -2.74132 2.02082 -0.229 0.029 0.072
H 5.26089 -2.75766 0.25733 0.371 0.009 0.067
H 3.02422 -1.94849 2.05189 -0.133 0.162 -0.063
H 2.94733 -2.97007 0.66073 -0.231 0.410 -0.436
O -2.37785 -0.66423 -0.73886 0.424 0.614 0.086
C -3.49282 -0.97280 -1.03475 -0.023 -1.083 0.001
O -4.59337 -0.49682 -0.41913 0.751 0.600 0.585
C -5.81605 -0.99183 -0.96580 0.860 0.435 -1.291
C -5.39565 -1.66567 -2.28247 0.068 -1.051 -0.425
C -3.91692 -2.02500 -2.03053 -1.205 0.044 -0.352
H -6.37627 -0.09063 -1.20745 -0.644 -0.322 0.561
H -6.23736 -1.68862 -0.24404 -0.383 0.230 -0.091
H -5.53368 -1.09445 -3.20056 0.013 0.555 0.345
H -5.95927 -2.58239 -2.46127 -0.128 0.038 0.110
H -3.29096 -2.07245 -2.91613 0.080 0.080 0.183
H -3.98883 -3.00991 -1.56674 0.767 0.061 0.318
O 0.94579 1.12657 1.83625 0.433 -0.132 -0.101
C 1.50935 1.06495 2.88668 0.023 -0.436 0.118
O 2.88778 0.97085 3.00014 -0.184 -0.351 -0.785
C 3.31102 0.79824 4.35017 0.241 1.029 0.541
C 2.05427 0.54115 5.11842 -1.172 -0.920 1.839
C 0.89507 1.03436 4.26628 0.892 0.387 0.097
H 3.80050 1.71483 4.69170 -0.228 0.295 -0.223
H 4.09253 0.05858 4.52916 -0.282 -0.505 -0.803
H 2.03644 0.99926 6.10877 0.253 0.310 -0.121
H 1.89417 -0.50876 5.37133 0.256 -0.171 -0.442
H 0.68087 2.06341 4.56034 -0.371 0.033 -0.256
H 0.00489 0.41370 4.31656 0.005 0.126 -0.182
```
Forces are in eV/Å.

---

# 2
This record from the Open Molecules 2025 dataset describes 3 unconnected molecules or ions with the total composition C24H36BrF5N4O5Si at a distorted geometry. The level of theory is ωB97M-V with the def2-TZVPD basis set.

Summary:
orbital gap = 8.89 eV
calculated total energy = -133180.360 eV
SMILES string = C[Si](C)(C)OCCN1C(=O)c2c(N)cc(Br)c(CCCC(F)(F)C(F)(F)F)c2C1=O.CN(C)C=O.CN(C)C=O
LUMO = -0.1 eV

```
76
Properties=species:S:1:pos:R:3:forces:R:3
C 5.78572 -2.40468 -1.56091 -0.094 0.162 0.090
Si 5.03354 -1.19781 -2.78169 0.030 -0.054 -1.034
C 6.12321 0.28953 -3.12502 -0.547 -0.262 0.157
C 4.81351 -2.10276 -4.40914 0.025 -0.093 0.460
O 3.50467 -0.68069 -2.33732 0.695 -0.323 0.575
C 3.27618 -0.30486 -0.99909 -0.613 0.254 -0.205
C 3.66603 1.12610 -0.67084 0.070 -0.347 0.266
N 3.06365 2.14013 -1.54350 0.464 0.296 -0.643
C 2.98633 3.40987 -0.88500 -1.212 -0.738 -0.023
O 3.86455 4.20330 -0.80930 1.049 0.595 0.455
C 1.58377 3.52765 -0.40956 -0.360 0.316 0.056
C 1.02669 4.34982 0.56022 0.222 0.236 0.093
N 1.77296 5.30520 1.28332 -0.179 -0.032 -0.260
C -0.33505 4.18834 0.81258 0.005 -0.171 -0.040
C -1.10008 3.26854 0.10882 0.482 -0.151 0.002
Br -2.90464 3.11925 0.65065 -0.067 -0.145 -0.031
C -0.56266 2.44683 -0.89838 -0.111 0.133 -0.139
C -1.31580 1.39925 -1.68818 0.187 0.209 0.089
C -2.50414 1.87645 -2.53953 0.260 -0.279 -0.257
C -3.46758 0.72863 -2.89098 0.043 0.684 0.722
C -4.70633 0.59865 -2.00663 -0.168 -0.402 -0.654
F -5.76209 0.23057 -2.80318 -0.023 0.017 0.051
F -5.07427 1.74177 -1.40478 0.092 0.140 0.208
C -4.62612 -0.52697 -0.96162 -0.029 0.036 0.058
F -4.45878 -1.69655 -1.59061 0.046 -0.089 0.061
F -3.59343 -0.35329 -0.13078 0.070 0.034 0.090
F -5.73674 -0.60199 -0.23257 -0.059 0.030 0.053
C 0.80277 2.61552 -1.10342 -0.207 -0.016 -0.257
C 1.73561 1.90065 -2.04695 0.120 0.346 0.974
O 1.50251 1.34015 -3.06562 -0.336 -0.609 -0.549
H 6.32963 -3.17905 -2.09678 0.068 -0.039 -0.207
H 6.49467 -1.95430 -0.87053 -0.043 0.093 0.193
H 5.00670 -2.91774 -0.99887 -0.049 -0.031 0.154
H 7.00686 -0.00250 -3.68552 0.255 0.011 0.131
H 5.54265 0.96005 -3.75724 -0.047 0.136 -0.047
H 6.37650 0.82815 -2.21580 0.289 0.100 0.001
H 4.03871 -1.66377 -5.03040 0.011 0.124 -0.144
H 4.56616 -3.15020 -4.24440 -0.160 -0.094 0.049
H 5.77008 -2.10049 -4.92839 0.047 0.106 -0.224
H 2.20803 -0.43088 -0.80861 -0.124 -0.020 -0.026
H 3.78638 -0.94448 -0.27448 0.142 -0.121 -0.019
H 3.32231 1.30106 0.35769 0.013 -0.065 0.124
H 4.74954 1.21050 -0.64753 0.094 0.296 -0.264
H 1.99730 4.98819 2.21573 -0.110 0.116 0.133
H 2.61320 5.57578 0.79217 0.162 -0.186 0.068
H -0.80204 4.77750 1.58580 0.024 0.085 0.069
H -0.59899 0.99713 -2.39475 0.083 -0.265 0.001
H -1.57563 0.57476 -1.02588 -0.284 0.077 0.181
H -2.08239 2.19731 -3.48948 0.046 0.191 -0.079
H -3.01519 2.74182 -2.14036 -0.206 0.020 0.244
H -3.85402 0.88220 -3.88998 -0.047 -0.171 -0.223
H -2.91660 -0.20412 -2.83128 -0.036 -0.241 -0.334
C -2.96366 -0.03144 4.45342 0.232 -0.132 -0.061
N -1.65693 0.48410 4.09930 -0.071 -0.074 0.063
C -0.60145 -0.45331 3.74930 -0.006 0.147 -0.030
C -1.38993 1.80045 4.07434 -0.059 0.191 -0.168
O -0.31658 2.28708 3.76592 0.049 -0.033 -0.005
H -2.87987 -0.68487 5.32410 -0.108 -0.026 -0.009
H -3.37144 -0.60365 3.61659 -0.107 -0.011 0.057
H -3.64172 0.78648 4.68733 0.026 0.042 -0.019
H 0.24268 -0.33478 4.42849 0.036 -0.047 -0.031
H -0.25303 -0.25392 2.73448 0.047 -0.039 0.002
H -0.97892 -1.47147 3.81518 -0.025 0.000 0.041
H -2.26011 2.42330 4.34350 0.011 -0.023 0.044
C -4.62184 -4.56096 2.22086 0.202 -0.016 -0.080
N -3.25940 -4.49941 2.71302 -0.089 0.000 -0.093
C -2.15988 -4.73963 1.79226 0.018 0.034 0.163
C -2.97199 -4.22553 3.99860 -0.049 0.052 0.167
O -1.84891 -4.15765 4.46123 0.031 0.060 -0.099
H -4.83206 -5.55257 1.81581 -0.075 0.017 -0.008
H -4.77280 -3.81969 1.43340 -0.075 -0.014 -0.003
H -5.31899 -4.35853 3.03093 0.014 0.006 0.032
H -1.56652 -5.58900 2.13114 0.037 0.008 -0.042
H -1.50803 -3.86632 1.75091 0.034 -0.024 -0.041
H -2.55540 -4.94433 0.80095 -0.042 0.006 0.000
H -3.87115 -4.05788 4.61681 -0.016 -0.021 -0.029
```
Forces are in eV/Å.

---

# 3
This record from the Open Molecules 2025 dataset describes a molecular structure, C24H36ErN2Si at a distorted geometry. The level of theory is ωB97M-V with the def2-TZVPD basis set.

Summary:
orbital gap (alpha / beta) = 6.52 / 6.62 eV
calculated total energy = -63943.238 eV
expectation value of S² = 3.75
spin multiplicity = 4
total charge = +1
LUMO (alpha / beta) = -2.7 / -2.6 eV

```
64
Properties=species:S:1:pos:R:3:forces:R:3
C 0.23623 -2.54181 2.57290 1.064 -0.641 -0.760
C 0.02493 -2.96295 1.21728 1.328 -0.206 0.600
C 1.22010 -2.68965 0.47364 0.439 0.309 1.656
H -0.88279 -3.34449 0.79051 -0.190 -0.342 0.019
C 2.15049 -2.03582 1.35302 -0.887 -1.408 0.153
C 1.55655 -1.97523 2.64696 -0.250 -0.917 -0.436
H 2.05225 -1.68749 3.55649 0.063 0.204 -0.014
H -0.43733 -2.68504 3.40034 -0.123 0.003 0.044
H 1.40997 -2.92606 -0.55377 -0.091 0.064 -0.309
H 3.16358 -1.76338 1.11005 0.030 0.129 -0.076
Er 0.10477 -0.55585 1.24053 0.434 2.054 -0.782
C 2.58066 2.36303 0.49825 1.240 -0.702 0.868
H 2.71203 1.63999 1.35512 -0.213 0.664 -0.668
H 3.31504 3.19323 0.69972 -0.544 -0.955 -0.568
H 2.78357 1.73776 -0.41168 -0.325 1.178 0.625
Si 0.04714 -0.34701 -1.61297 1.349 2.287 1.620
C -1.57379 -0.00101 -2.46650 0.824 -0.866 -0.511
C -2.28037 -1.19717 -2.75642 -0.100 1.558 -0.773
H -1.92108 -2.15594 -2.41649 -0.145 -0.056 0.394
C -3.29011 -1.14253 -3.70357 -0.169 -0.237 -0.184
H -3.77904 -2.05235 -4.00453 -0.222 -0.215 -0.035
C -3.59948 0.03700 -4.36341 0.200 0.863 -0.015
H -4.33826 0.06334 -5.16306 0.057 -0.138 0.286
C -2.88533 1.21205 -4.08549 0.153 0.092 0.008
H -3.07097 2.13394 -4.65226 -0.047 -0.503 0.207
C -1.84418 1.20100 -3.14896 -0.279 -0.586 -0.497
H -1.16272 2.06919 -3.11219 -0.481 -0.494 0.395
C 1.47263 -0.59623 -2.82144 0.164 -1.118 -0.136
C 1.15966 -0.93372 -4.14680 0.528 -0.075 -0.422
H 0.11750 -1.05373 -4.43257 0.104 0.083 -0.040
C 2.16086 -1.14018 -5.10949 0.401 0.223 0.337
H 1.90425 -1.38263 -6.14911 0.072 0.081 0.547
C 3.51294 -1.00554 -4.73687 -0.543 0.066 -0.212
H 4.29698 -1.12466 -5.50138 -0.416 0.042 0.524
C 3.84726 -0.69558 -3.41112 -0.281 -0.034 -0.244
H 4.90068 -0.56977 -3.16328 -0.280 -0.102 0.143
C 2.84271 -0.52195 -2.45353 -0.499 0.016 -0.420
H 3.10493 -0.32468 -1.41417 -0.026 0.072 -0.202
H -0.35948 -1.38802 -0.58945 -0.787 -0.987 -0.953
H 1.58811 2.80409 0.54639 -0.149 -0.215 -0.345
C 1.59737 1.43286 3.93069 -0.247 -0.196 -0.071
N 0.34761 0.71566 3.56157 -0.541 0.855 0.263
C -0.00268 -0.13004 4.74531 0.160 0.249 -0.512
C -0.75512 1.73745 3.39046 0.550 -0.810 0.763
C -1.97451 1.05957 2.77936 0.084 0.734 -0.674
N -1.76287 0.81136 1.30232 -0.713 0.801 0.821
C -2.82320 -0.09239 0.81098 -0.093 0.375 -0.110
C -1.81270 2.10853 0.56752 -0.071 0.072 0.147
H 1.48954 1.93554 4.91176 0.062 -0.260 -0.340
H 1.83750 2.18969 3.18025 -0.001 -0.193 0.119
H 2.38538 0.67632 3.97432 0.107 0.337 0.095
H -0.21168 0.50914 5.61179 0.035 -0.070 -0.064
H -0.87333 -0.74390 4.53313 0.004 -0.041 0.115
H 0.83537 -0.78223 4.97813 -0.086 0.009 0.035
H -1.01944 2.08494 4.40595 -0.005 0.236 -0.410
H -0.36902 2.59378 2.80631 -0.321 -0.506 0.229
H -2.18179 0.09507 3.29434 -0.075 0.697 -0.391
H -2.81878 1.76814 2.89086 0.004 -0.635 0.038
H -3.81184 0.31843 1.08414 0.209 -0.351 -0.135
H -2.73101 -0.15656 -0.28219 -0.178 -0.173 0.380
H -2.69171 -1.08409 1.27710 -0.211 0.135 -0.167
H -2.73275 2.64667 0.87402 0.370 -0.116 -0.216
H -0.92825 2.72897 0.80685 -0.510 -0.367 -0.197
H -1.83299 1.92293 -0.51568 0.065 0.026 0.457
```
Forces are in eV/Å.